{
  "formula": "C38H95BaN6O13Zn",
  "method": "ωB97M-V/def2-TZVPD",
  "largest_force_ha_per_bohr": 0.0601,
  "charge": 3,
  "homo_energy_ev": -12.91,
  "symbols": ["Ba", "Zn", "C", "C", "O", "H", "H", "H", "H", "H", "C", "O", "C", "C", "N", "C", "C", "O", "C", "H", "H", "H", "H", "H", "H", "H", "H", "H", "H", "H", "H", "H", "H", "H", "C", "O", "C", "C", "N", "C", "C", "O", "C", "H", "H", "H", "H", "H", "H", "H", "H", "H", "H", "H", "H", "H", "H", "H", "C", "O", "C", "C", "N", "C", "C", "O", "C", "H", "H", "H", "H", "H", "H", "H", "H", "H", "H", "H", "H", "H", "H", "H", "C", "O", "C", "C", "N", "C", "C", "O", "C", "H", "H", "H", "H", "H", "H", "H", "H", "H", "H", "H", "H", "H", "H", "H", "C", "O", "C", "C", "N", "C", "C", "O", "C", "H", "H", "H", "H", "H", "H", "H", "H", "H", "H", "H", "H", "H", "H", "H", "C", "O", "C", "C", "N", "C", "C", "O", "C", "H", "H", "H", "H", "H", "H", "H", "H", "H", "H", "H", "H", "H", "H", "H"],
  "coordinates": [[-15.4387, -4.7709, -20.1942], [-19.2472, -5.1569, -20.9491], [-18.9925, -8.1778, -18.9967], [-17.9718, -7.1391, -18.7722], [-17.8474, -6.1745, -19.7951], [-18.8688, -8.5616, -20.0107], [-20.0563, -7.9578, -18.8900], [-18.8296, -8.9794, -18.2744], [-16.9994, -7.6430, -18.7766], [-17.8962, -6.7114, -17.7691], [-14.8125, -9.4524, -24.9286], [-15.6533, -8.9213, -23.8493], [-15.1921, -9.1766, -22.5940], [-15.6441, -8.0054, -21.6743], [-15.5155, -6.6855, -22.2612], [-14.2039, -6.4819, -22.8855], [-13.9802, -5.0968, -23.4126], [-14.1333, -4.0805, -22.4393], [-13.4972, -2.8895, -23.0456], [-14.8058, -10.5404, -24.8871], [-13.8412, -8.9841, -25.0925], [-15.3551, -9.1396, -25.8212], [-14.0998, -9.1640, -22.6246], [-15.6248, -10.1198, -22.2546], [-15.2319, -8.0184, -20.6645], [-16.7134, -8.2264, -21.6455], [-16.1236, -6.5843, -23.0655], [-13.9687, -7.1667, -23.7020], [-13.4945, -6.8257, -22.1272], [-14.6678, -4.9340, -24.2465], [-12.9871, -5.1130, -23.8649], [-12.4250, -3.0579, -23.1436], [-13.6636, -2.0489, -22.3737], [-13.8780, -2.6362, -24.0347], [-14.1293, -7.4067, -17.8080], [-14.6134, -6.1066, -17.7755], [-15.1205, -5.7636, -16.4971], [-15.5789, -4.2641, -16.6557], [-16.6150, -4.1926, -17.6773], [-17.0979, -2.7874, -17.9681], [-15.9394, -1.8666, -18.4170], [-14.9635, -2.3903, -19.3844], [-13.7259, -1.6928, -19.2402], [-14.9063, -8.1267, -18.0773], [-13.8155, -7.8043, -16.8401], [-13.2474, -7.4274, -18.4490], [-14.2573, -5.6984, -15.8333], [-15.8949, -6.4450, -16.1445], [-14.7580, -3.5685, -16.8267], [-16.0044, -3.9484, -15.6996], [-17.4719, -4.6776, -17.4460], [-17.4749, -2.3402, -17.0468], [-17.8923, -2.8249, -18.7146], [-15.5083, -1.3478, -17.5589], [-16.3777, -0.9754, -18.8730], [-13.2972, -1.9851, -18.2792], [-13.7651, -0.6117, -19.1000], [-13.1499, -1.9981, -20.1116], [-19.0584, -10.3832, -23.8634], [-19.3118, -9.4442, -22.7854], [-20.6422, -8.9351, -22.8477], [-20.7315, -7.6231, -21.9725], [-19.5489, -6.8093, -22.1782], [-19.4137, -6.2283, -23.5857], [-20.3459, -4.9900, -23.8651], [-20.5919, -4.4368, -22.6064], [-21.5315, -3.3469, -22.6522], [-17.9939, -10.6133, -23.8289], [-19.2240, -9.9602, -24.8546], [-19.6215, -11.2934, -23.6606], [-21.4080, -9.6286, -22.4991], [-20.8932, -8.6097, -23.8588], [-21.0216, -7.7118, -20.9258], [-21.6056, -7.0866, -22.3486], [-18.8110, -7.5086, -22.1826], [-19.2182, -6.9137, -24.4096], [-18.4555, -5.6987, -23.5739], [-21.3016, -5.2770, -24.3076], [-19.9205, -4.2644, -24.5602], [-20.9570, -2.5995, -23.2016], [-21.8764, -2.9452, -21.7002], [-22.4734, -3.5011, -23.1802], [-21.2119, -6.5257, -16.3256], [-22.0868, -5.4330, -16.2470], [-21.6205, -4.4025, -15.3436], [-22.2678, -3.0574, -15.6613], [-23.7448, -2.9756, -15.6988], [-24.2837, -3.0107, -14.3394], [-23.7759, -1.9249, -13.3574], [-22.6308, -2.3370, -12.6391], [-22.2384, -1.4843, -11.5659], [-21.0239, -7.0785, -15.4044], [-20.2623, -6.2847, -16.8144], [-21.7559, -7.1671, -17.0213], [-20.5332, -4.3452, -15.2535], [-21.9137, -4.7853, -14.3631], [-21.9336, -2.7840, -16.6654], [-21.8830, -2.2693, -15.0110], [-23.9913, -2.1975, -16.2920], [-24.0248, -3.9532, -13.8540], [-25.3721, -2.9870, -14.2912], [-24.5619, -1.8693, -12.6006], [-23.6191, -1.0073, -13.9292], [-22.1478, -0.4685, -11.9514], [-21.4122, -1.9559, -11.0380], [-23.0619, -1.5049, -10.8471], [-15.8407, -11.4863, -18.8203], [-15.0701, -11.5838, -17.6827], [-15.8190, -11.2752, -16.5199], [-14.7252, -11.4044, -15.3689], [-13.7513, -10.3175, -15.7171], [-12.4002, -10.3389, -15.0384], [-11.1732, -10.5955, -16.0186], [-11.2728, -11.9532, -16.4331], [-10.0484, -12.5025, -16.9735], [-15.4395, -11.7309, -19.8061], [-16.1903, -10.4641, -18.9930], [-16.6557, -12.2138, -18.7727], [-16.5618, -12.0648, -16.3899], [-16.2587, -10.2808, -16.6206], [-14.3813, -12.4334, -15.4785], [-15.2469, -11.2334, -14.4281], [-13.4631, -10.6081, -16.6444], [-12.3780, -11.2034, -14.3712], [-12.4849, -9.5051, -14.3414], [-10.2318, -10.3849, -15.5093], [-11.2450, -9.9210, -16.8759], [-9.3672, -12.7838, -16.1692], [-9.5419, -11.8277, -17.6653], [-10.1932, -13.4259, -17.5336], [-19.3913, -12.9743, -9.4187], [-19.5199, -12.7130, -10.7881], [-18.3215, -12.9262, -11.5334], [-18.3893, -12.7082, -13.0772], [-19.1080, -11.4514, -13.3009], [-18.5630, -10.6947, -14.4780], [-19.0898, -9.2881, -14.4587], [-18.7073, -8.4645, -13.3404], [-19.2806, -7.1524, -13.1945], [-18.9488, -13.9639, -9.2843], [-20.3377, -12.8128, -8.9087], [-18.6044, -12.3089, -9.0506], [-17.6802, -13.7631, -11.2417], [-17.5803, -12.2059, -11.1630], [-18.8597, -13.6075, -13.4780], [-17.3653, -12.7190, -13.4588], [-19.0353, -10.8500, -12.4917], [-18.7169, -11.1810, -15.4416], [-17.4799, -10.7449, -14.3312], [-20.1770, -9.3918, -14.3702], [-19.0669, -8.6993, -15.3808], [-20.3357, -7.3586, -13.0009], [-19.1900, -6.4950, -14.0607], [-18.8196, -6.7889, -12.2784]]
}